# C3H15NO4

A cluster of 4 separate species, C3H15NO4 in total (ωB97M-V/def2-TZVPD, the OMol25 dataset).

Geometry (Å):
1 O -1.88378 1.54272 -0.58779
2 H 1.20538 -1.17154 0.88288
3 H 2.03602 1.08743 -0.49171
4 H 0.35666 -0.64907 -1.80402
5 O 0.30087 1.98379 0.82303
6 C 0.38485 -0.53868 0.56730
7 H -1.48198 -2.36453 -0.86218
8 C -1.20365 -2.44196 0.19827
9 O 2.23038 1.93336 -0.87061
10 H -0.97552 1.35520 -0.86875
11 O 0.68136 -0.26246 -2.61470
12 H -0.25591 -2.99370 0.18145
13 H 0.51465 -0.19406 -0.45298
14 H 1.91505 2.67381 -0.34742
15 H 1.38456 0.35899 -2.39121
16 H -2.19253 0.62678 -0.49382
17 C 0.55108 0.70835 1.43930
18 N -1.01599 -1.01327 0.64082
19 H -0.66901 1.94755 0.63144
20 H -1.92519 -3.08284 0.70372
21 H -1.40970 -0.95555 1.56749
22 H 1.56589 0.73955 1.81970
23 H -0.11350 0.71015 2.32980

Calculated values
orbital gap: 10.59 eV
SMILES: CNCCO.O.O.O
relative energy (zero: lowest compared OMol25 entry of this formula, charge and spin): 204.3 kJ/mol
total energy: -478.95099 a.u.

# C25H40BF16InNO9

A structure of composition C25H40BF16InNO9 (ωB97M-V/def2-TZVPD, the OMol25 dataset).

Geometry (Å):
1 O 4.77352 5.47514 -3.06430
2 C 4.78774 3.04519 5.60922
3 C 0.64902 1.73310 0.56184
4 O -3.32468 -2.66942 3.81537
5 H 2.92528 1.64016 1.87054
6 B -3.11186 -0.45063 -0.16605
7 H 0.23902 0.27624 2.10809
8 H -1.10452 -4.28838 -5.83749
9 H -5.21237 -3.23488 5.28045
10 N -4.30056 -1.25688 -0.58014
11 O 3.58614 4.60692 4.36798
12 F 5.84109 5.80317 -0.62092
13 H 1.96411 3.04917 -3.34217
14 H 2.82812 6.45275 4.94569
15 C -1.60555 -1.58136 5.10944
16 H 1.78972 1.83575 3.23981
17 H 0.03108 -3.49938 -3.89016
18 H -3.04161 -2.94891 -4.98759
19 F -1.81019 -1.53446 -3.77597
20 H -3.77148 -5.19411 4.66651
21 C 4.73299 5.07185 -0.68801
22 H 0.94279 1.29008 -1.50146
23 F 3.76376 2.37859 6.14954
24 F 5.09638 2.47910 4.44699
25 F 0.47044 -3.52668 -1.94945
26 O 3.43247 3.87497 -2.21259
27 C -0.41541 -3.19538 -2.93445
28 O -3.32200 -2.87158 6.05919
29 H -4.99389 0.04822 -2.08305
30 H -6.21608 -1.03742 -1.37525
31 H -2.84436 -2.71416 -6.72647
32 H 3.24601 -0.73381 2.47014
33 H 3.41110 2.31505 -5.20443
34 H 1.53311 2.35400 0.37934
35 O 4.77586 5.40950 6.10877
36 H 4.38209 6.11676 2.32268
37 H -0.15937 -1.81931 0.31751
38 C 2.91437 3.54714 -3.52000
39 H 4.05232 1.72975 -3.65996
40 H -4.96288 -3.59077 6.98850
41 H 3.61052 0.26009 3.92106
42 H -5.66541 0.37745 -0.47060
43 In -0.94988 -0.73718 -0.85874
44 H -2.66224 0.61622 1.38032
45 F 3.76062 5.73409 -0.04923
46 C -1.59533 -4.89533 -8.25371
47 H 1.51426 -0.17463 0.98765
48 F -3.07841 -6.21203 -9.57519
49 O -3.38222 0.57627 0.74815
50 C -0.72877 -1.70262 -2.92127
51 C 3.85449 2.61942 -4.25748
52 F -1.97011 -0.38092 5.58046
53 C 1.09452 0.65749 1.55111
54 C -1.80118 -5.84329 -9.45116
55 C 4.33064 4.83415 -2.15708
56 H -4.05176 -2.31284 1.24491
57 H 2.72122 4.45601 -4.08790
58 F -0.78046 -2.13701 6.00213
59 H 2.05583 -0.59880 3.72654
60 C 4.10764 6.68568 3.21093
61 F -1.06560 -6.95076 -9.29144
62 H -5.55453 -2.64292 0.34491
63 H -5.10827 -5.71200 5.70080
64 F 5.82935 2.93772 6.42616
65 F -0.95331 -1.41197 3.97763
66 C 0.09745 1.27154 -0.81120
67 F -1.56412 -3.92774 -2.75986
68 C -2.85558 -2.45217 4.88816
69 H 3.68783 7.64143 2.89917
70 C -4.84290 -1.87208 0.64416
71 H 2.18769 5.74491 3.46383
72 H -3.48016 -5.51577 6.37490
73 H -4.11257 -3.78431 -6.12803
74 H 5.01548 6.87660 3.78262
75 H -2.37464 -5.31836 -5.18901
76 C 3.09657 5.91911 4.03478
77 C 2.84634 -0.04887 3.21486
78 C 4.39993 4.52106 5.40342
79 C -4.20061 -5.11022 5.66401
80 C -2.13514 -4.60960 -5.97745
81 F -1.42727 -5.25963 -10.58317
82 H -0.60632 2.04020 -1.13123
83 O -2.24599 -5.36694 -7.21082
84 F 4.94868 3.92697 -0.04512
85 C -3.09080 -3.44222 -5.95367
86 F 0.38132 -1.15639 -3.58728
87 H -0.07707 2.39268 1.04349
88 C 2.19366 1.13890 2.50533
89 O -0.91297 -3.91746 -8.31251
90 H -5.37368 -1.14503 1.26973
91 C -4.51810 -3.66906 5.99861
92 H 4.80858 3.10629 -4.46079
93 C -5.34894 -0.41122 -1.16362

Calculated values
orbital gap: 6.61 eV
charge: -1
relative energy (zero: lowest compared OMol25 entry of this formula, charge and spin): 20.9 kJ/mol
total energy: -3521.45962 a.u.

# C7H22FO7

A cluster of 5 separate species, C7H22FO7 in total (ωB97M-V/def2-TZVPD, the OMol25 dataset).

Geometry (Å):
1 H 3.94155 -9.38134 5.83659
2 H -1.50329 -11.47580 8.30728
3 H 3.34430 -7.57565 4.01351
4 C -0.68693 -11.54214 7.57160
5 C 5.04568 -11.32863 7.91466
6 H 2.18138 -9.62705 4.51483
7 H 0.11062 -6.32795 5.65635
8 H 5.70963 -10.78631 7.22806
9 H 3.73108 -8.30651 2.41874
10 C 3.52371 -8.51667 3.46811
11 H 3.88963 -13.12010 7.91925
12 H -1.03953 -9.67363 6.64300
13 H 1.10991 -7.21197 4.55249
14 H 5.65632 -11.62363 8.78323
15 H 0.19059 -8.09979 5.81006
16 O -0.24222 -11.00256 5.24301
17 C 4.77514 -9.15637 4.09146
18 O 3.95418 -10.62338 8.39883
19 H 5.38028 -13.44464 7.14408
20 O 2.37854 -9.30733 3.61989
21 H 5.65380 -8.71762 3.62234
22 O 4.04052 -12.49223 5.97426
23 F 2.30660 -10.29996 6.21680
24 H -2.09236 -11.00959 6.04071
25 H 2.28752 -7.92365 6.48881
26 H 3.23178 -10.52489 7.74481
27 O 0.40591 -10.94056 8.26745
28 H -0.51066 -12.60740 7.40314
29 H 1.11166 -10.72073 7.62471
30 H 0.67878 -10.79618 5.49730
31 H 4.70474 -10.19951 3.75399
32 H 3.34921 -11.80337 6.00237
33 O 4.78445 -9.04837 5.47895
34 C 4.64042 -12.64837 7.25914
35 O 1.83917 -7.06268 6.52938
36 C 0.76922 -7.19902 5.59288
37 C -1.08399 -10.72806 6.35366

Calculated values
orbital gap: 9.94 eV
charge: -1
relative energy (zero: lowest compared OMol25 entry of this formula, charge and spin): 31.7 kJ/mol
total energy: -906.50561 a.u.